No. 1
C41H58N6O5PSSi2TeTi as an isolated structure. Source: the OMol25 dataset; level of theory: wB97M-V/def2-TZVPD.

For the maximum force, the calculation gives 1.11 eV/A. The HOMO-LUMO gap is 0.1699 hartree. As for the highest occupied orbital energy: -2.71 eV. The total charge is -1.

Each line ends with the Mulliken charge.
Cartesian coordinates (Å):
Ti  -0.358  1.371  0.343  -0.0914
O  -5.827  0.863  -0.871  -0.7066
C  -5.481  -0.288  -0.272  0.7162
C  -6.474  -1.256  -0.108  -0.6809
C  -6.192  -2.452  0.522  -0.4132
C  -4.911  -2.721  0.995  -0.9117
C  -3.920  -1.776  0.817  -0.3213
C  -4.178  -0.558  0.187  -0.4102
C  -3.064  0.401  0.038  0.9613
O  -1.887  0.033  0.396  -0.6950
N  -3.327  1.597  -0.433  -1.0371
N  -2.182  2.380  -0.407  0.0226
C  -2.322  3.590  -0.802  -0.7363
C  -1.289  4.600  -0.751  0.2269
C  -1.549  5.842  -1.342  -0.8136
C  -0.639  6.876  -1.288  -0.7238
C  0.557  6.678  -0.594  -0.7574
C  0.834  5.471  0.009  -0.2635
C  -0.067  4.392  -0.072  0.7809
O  0.239  3.256  0.494  0.0532
H  -5.027  1.452  -0.852  0.5613
H  -7.467  -1.032  -0.476  0.4407
H  -6.980  -3.185  0.649  0.4066
H  -4.691  -3.655  1.495  0.5008
H  -2.912  -1.948  1.174  0.4470
H  -3.303  3.891  -1.170  0.2800
H  -2.496  5.980  -1.854  0.3868
H  -0.858  7.825  -1.757  0.3852
H  1.274  7.488  -0.518  0.4115
H  1.749  5.320  0.569  0.4102
C  1.644  -4.364  0.633  -0.7699
N  2.577  -3.338  0.222  0.0105
C  2.588  -2.078  0.701  0.3069
N  1.577  -1.716  1.480  0.2785
S  3.898  -1.067  0.311  -0.5024
H  1.975  -5.317  0.226  0.3402
H  0.636  -4.160  0.263  -0.0021
H  1.612  -4.446  1.723  0.3714
H  3.359  -3.571  -0.364  0.2810
H  0.719  -2.246  1.449  0.2120
H  1.467  -0.749  1.808  -0.6031
C  0.422  1.005  2.201  -0.4492
C  0.770  1.036  3.387  0.6835
C  1.406  1.136  4.627  -0.6613
C  0.979  0.267  5.711  0.2846
C  1.217  0.546  7.071  -0.4341
C  0.771  -0.295  8.077  -0.6342
C  0.054  -1.448  7.783  -0.4403
C  -0.217  -1.731  6.448  -0.6260
C  0.233  -0.900  5.440  -0.4215
C  2.540  2.035  4.652  0.4416
C  2.658  3.074  3.693  -0.5957
C  3.767  3.900  3.634  -0.3243
C  4.829  3.750  4.520  -0.6151
C  4.735  2.741  5.473  -0.6542
C  3.630  1.912  5.545  -0.4007
H  1.728  1.460  7.341  0.5686
H  0.973  -0.036  9.111  0.3456
H  -0.295  -2.103  8.572  0.3540
H  -0.786  -2.618  6.191  0.3592
H  0.011  -1.137  4.406  0.3290
H  1.829  3.249  3.016  0.6393
H  3.790  4.698  2.896  0.4040
H  5.693  4.401  4.475  0.3931
H  5.551  2.585  6.172  0.3613
H  3.629  1.115  6.274  0.5718
C  -4.105  -3.866  -2.293  -0.6983
Si  -2.635  -4.924  -1.824  0.0635
C  -2.513  -5.134  0.037  -0.6915
C  -2.824  -6.627  -2.601  -1.1015
C  -1.047  -4.150  -2.446  -0.7744
Te  -0.706  -2.177  -1.646  -0.2086
C  1.034  -1.849  -2.854  -0.0364
Si  0.615  -1.098  -4.517  0.2297
C  -0.528  0.374  -4.342  -0.5149
C  -0.232  -2.367  -5.619  -1.1297
C  2.224  -0.601  -5.368  -0.9473
H  -5.017  -4.212  -1.801  0.2749
H  -4.270  -3.893  -3.373  0.3749
H  -3.955  -2.824  -2.001  0.1331
H  -3.428  -5.572  0.442  0.2999
H  -2.355  -4.173  0.532  0.0795
H  -1.680  -5.791  0.299  0.3756
H  -3.737  -7.120  -2.258  0.2905
H  -1.979  -7.273  -2.349  0.2959
H  -2.874  -6.553  -3.690  0.2808
H  -1.046  -4.079  -3.535  0.2408
H  -0.196  -4.771  -2.150  0.4739
H  1.547  -2.809  -2.933  0.5741
H  1.661  -1.171  -2.271  -0.3215
H  -1.553  0.033  -4.187  0.3590
H  -0.513  1.006  -5.234  0.3607
H  -0.263  0.992  -3.481  -0.1491
H  -1.223  -2.617  -5.233  0.2347
H  0.348  -3.289  -5.698  0.3107
H  -0.363  -1.964  -6.627  0.3384
H  2.815  0.053  -4.724  0.2005
H  2.051  -0.095  -6.322  0.2904
H  2.831  -1.488  -5.572  0.3369
N  2.293  3.322  -4.623  -0.4600
C  3.201  2.985  -3.519  -1.1855
P  2.244  1.860  -2.328  0.9497
O  0.887  2.797  -2.345  -0.4272
O  0.758  0.642  -0.621  0.9912
C  3.202  2.554  -0.867  -1.4223
N  2.923  2.005  0.490  0.9988
H  0.938  3.380  -3.126  0.3845
H  2.081  2.502  -5.180  0.0989
H  2.692  4.019  -5.237  0.2344
H  3.489  3.922  -3.032  0.5676
H  4.114  2.472  -3.843  0.3582
H  3.059  3.635  -0.831  0.4605
H  4.251  2.340  -1.089  0.6130
H  2.897  0.965  0.457  -0.4679
H  2.022  2.337  0.874  -0.9412
H  3.643  2.262  1.167  0.5709

No. 2
C19H19BN8PtS as an isolated structure. Source: the OMol25 dataset; level of theory: wB97M-V/def2-TZVPD.

For the relative energy (zero: lowest compared OMol25 entry of this formula, charge and spin), the calculation gives 0.801 eV. For the maximum force, the calculation gives 1.34 eV/A. The HOMO-LUMO gap (spin up / spin down) is 0.1815 / 0.1780 hartree. As for the highest occupied orbital energy (spin up / spin down): -14.33 / -14.33 eV. The total charge is +2.

Each line ends with the Mulliken charge.
Cartesian coordinates (Å):
Pt  -0.228  0.064  0.329  0.6206
S  -1.833  1.252  -0.574  -0.1519
C  -2.585  0.044  -1.480  0.5264
N  -3.476  0.519  -2.423  -0.8189
N  -4.328  -0.163  -3.018  0.4707
C  -4.908  -1.448  -2.834  1.1091
C  -4.978  -2.081  -1.592  -0.2967
C  -5.660  -3.279  -1.517  -0.6211
C  -6.241  -3.836  -2.654  -0.4950
C  -6.179  -3.185  -3.879  -0.6260
C  -5.526  -1.970  -3.972  -0.5523
N  -2.179  -1.212  -1.401  -0.3083
N  -1.108  -1.396  -0.696  0.2371
C  -0.805  -2.762  -0.423  0.7459
C  0.293  -3.108  0.370  -0.2623
C  0.561  -4.443  0.624  -1.0339
C  -0.244  -5.433  0.086  -0.4525
C  -1.338  -5.089  -0.705  -0.7465
C  -1.634  -3.766  -0.951  -0.2101
H  -4.770  0.366  -3.774  0.3099
H  -4.567  -1.632  -0.702  0.5140
H  -5.756  -3.778  -0.562  0.4616
H  -6.770  -4.777  -2.574  0.4432
H  -6.650  -3.611  -4.753  0.4170
H  -5.488  -1.438  -4.916  0.4003
H  0.940  -2.365  0.802  0.5435
H  1.408  -4.706  1.242  0.4339
H  -0.025  -6.475  0.279  0.4294
H  -1.961  -5.863  -1.130  0.4237
H  -2.483  -3.505  -1.562  0.4642
B  2.753  0.434  2.420  0.1564
N  1.303  0.877  2.850  0.1309
C  1.056  1.393  4.044  -0.1978
C  -0.312  1.642  4.181  -0.9051
C  -0.853  1.238  2.992  -0.0354
N  0.133  0.761  2.182  -0.2380
N  2.758  -0.192  0.970  0.3648
C  3.882  -0.554  0.366  -0.1451
C  3.603  -0.993  -0.928  -0.9453
C  2.243  -0.867  -1.047  -0.1842
N  1.733  -0.389  0.117  -0.6146
H  3.125  -0.408  3.183  -0.0474
H  3.433  1.415  2.382  -0.0491
H  1.866  1.545  4.739  0.4600
H  -0.817  2.058  5.034  0.4217
H  -1.874  1.245  2.648  0.4547
H  4.822  -0.462  0.885  0.4653
H  4.305  -1.339  -1.666  0.4452
H  1.586  -1.090  -1.871  0.4878

No. 3
C37H74BI3N5O6 as an isolated structure. Source: the OMol25 dataset; level of theory: wB97M-V/def2-TZVPD.

The spin multiplicity is 3. For the maximum force, the calculation gives 3.64 eV/A. The expectation value of S² is 2.0085. The HOMO-LUMO gap (spin up / spin down) is 0.2198 / 0.2460 hartree. As for the highest occupied orbital energy (spin up / spin down): -10.11 / -10.82 eV. The total charge is +1.

Each line ends with the Mulliken charge.
Cartesian coordinates (Å):
C  4.203  2.045  0.896  -1.4488
C  3.694  0.551  0.743  0.4623
C  2.253  0.531  1.353  -0.8101
O  1.509  -0.678  1.147  0.0133
C  1.111  -0.778  -0.203  -1.9438
N  -0.299  -1.160  -0.418  2.0279
C  -0.954  -2.072  0.448  -0.8712
N  -0.736  -3.309  0.782  0.3882
C  -1.583  -4.098  1.700  -1.3286
C  -1.172  -3.926  3.229  -0.2663
C  -0.860  -5.357  3.807  -1.2578
I  -2.904  -3.097  4.260  0.0803
B  0.446  -4.069  0.209  0.9671
O  1.674  -3.891  0.866  -0.2675
O  0.343  -4.944  -0.879  -0.4954
C  1.256  -4.547  -1.946  0.1697
C  0.384  -4.590  -3.260  -1.2218
N  -2.154  -1.431  0.971  -0.1111
I  -3.536  -2.197  -0.443  0.2869
C  -2.178  0.011  0.664  -1.3882
I  -1.150  1.051  2.357  0.0402
O  -3.374  0.695  0.614  0.0851
C  -4.215  0.497  1.768  -0.2712
C  -4.621  1.870  2.441  -0.7997
C  -1.101  0.114  -0.478  0.5808
C  -1.417  0.448  -1.988  0.1360
C  -2.827  1.074  -2.289  -1.3565
C  -1.201  -0.734  -3.027  -1.0397
C  0.250  -0.793  -3.643  0.3726
C  0.097  -1.378  -5.123  -1.3985
H  4.280  2.329  1.975  0.3335
H  5.165  2.219  0.371  0.3764
H  3.471  2.772  0.457  0.3407
H  4.357  -0.057  1.383  -0.1739
H  3.749  0.315  -0.340  0.2557
H  1.688  1.405  0.925  0.3354
H  2.356  0.760  2.441  0.3900
H  1.743  -1.590  -0.659  -0.0650
H  1.406  0.146  -0.755  1.0479
H  -2.669  -3.895  1.616  0.5363
H  -1.449  -5.173  1.413  0.5908
H  -0.289  -3.251  3.244  0.4436
H  -0.334  -5.206  4.774  0.3973
H  -0.234  -5.977  3.130  0.3365
H  -1.808  -5.897  4.027  0.4001
H  2.314  -4.535  0.535  0.1688
H  1.661  -3.520  -1.799  -0.1012
H  2.101  -5.272  -2.042  0.4092
H  -0.155  -5.565  -3.213  0.3865
H  -0.347  -3.754  -3.251  0.1309
H  1.014  -4.526  -4.171  0.3440
H  -3.847  -0.255  2.497  0.2237
H  -5.180  0.082  1.373  0.4204
H  -3.990  2.083  3.334  0.2906
H  -5.706  1.932  2.647  0.3705
H  -4.333  2.650  1.689  -0.0108
H  -0.488  0.989  -0.168  0.3066
H  -0.673  1.225  -2.304  0.4105
H  -3.687  0.450  -1.978  0.1090
H  -2.850  1.343  -3.368  0.6257
H  -2.884  2.043  -1.725  0.1439
H  -1.510  -1.732  -2.656  -0.0047
H  -1.885  -0.501  -3.883  0.7972
H  0.708  0.213  -3.735  0.5070
H  0.845  -1.504  -3.022  -0.4635
H  -0.907  -1.843  -5.271  0.3419
H  0.228  -0.530  -5.835  0.3546
H  0.914  -2.112  -5.298  0.3533
C  5.988  -4.163  2.837  -1.8464
C  5.718  -3.596  1.428  2.1078
C  5.396  -4.735  0.446  -0.9441
C  6.621  -5.515  -0.013  -0.8459
C  7.665  -4.558  -0.576  -1.2809
C  8.057  -3.452  0.417  1.7042
N  6.870  -2.759  0.997  0.4417
O  6.420  -1.906  0.090  -0.5767
C  8.926  -4.066  1.536  -1.7971
C  9.010  -2.473  -0.295  -1.8610
C  4.427  -2.777  1.620  -2.1393
H  6.897  -4.751  2.921  0.3288
H  6.050  -3.358  3.573  0.4035
H  5.174  -4.824  3.145  0.3990
H  4.903  -4.322  -0.444  0.2697
H  4.676  -5.426  0.897  0.3541
H  7.031  -6.101  0.814  0.3705
H  6.330  -6.233  -0.784  0.4144
H  8.553  -5.125  -0.870  0.3981
H  7.272  -4.112  -1.496  0.3806
H  9.055  -3.366  2.364  0.3791
H  9.921  -4.309  1.162  0.4708
H  8.536  -5.003  1.930  0.3484
H  8.571  -2.040  -1.195  0.3525
H  9.917  -2.989  -0.613  0.4374
H  9.306  -1.661  0.371  0.4489
H  4.597  -1.915  2.265  0.6781
H  3.654  -3.387  2.085  0.3447
H  4.017  -2.421  0.673  0.2927
C  -7.672  7.330  0.874  -1.5850
C  -6.384  7.917  0.257  1.4809
C  -6.632  8.336  -1.201  -1.2736
C  -6.666  7.168  -2.179  -0.4879
C  -5.399  6.334  -2.036  -1.3832
C  -5.169  5.842  -0.599  2.0058
N  -5.270  6.939  0.405  0.3647
O  -4.135  7.620  0.364  -0.5712
C  -6.186  4.725  -0.283  -1.9309
C  -3.806  5.129  -0.540  -1.8126
C  -6.160  9.206  1.074  -1.7348
H  -7.983  6.378  0.452  0.2733
H  -7.554  7.187  1.951  0.3886
H  -8.511  8.012  0.725  0.4222
H  -5.843  9.025  -1.523  0.3673
H  -7.568  8.896  -1.275  0.4219
H  -7.559  6.558  -2.013  0.3031
H  -6.739  7.549  -3.200  0.4083
H  -5.450  5.480  -2.719  0.3658
H  -4.544  6.935  -2.366  0.4126
H  -6.195  4.489  0.784  0.3861
H  -5.928  3.806  -0.814  0.3903
H  -7.203  4.955  -0.597  0.3874
H  -2.982  5.768  -0.859  0.3743
H  -3.797  4.263  -1.206  0.3050
H  -3.594  4.771  0.471  0.4709
H  -5.922  8.979  2.115  0.4511
H  -7.063  9.819  1.066  0.4059
H  -5.359  9.822  0.665  0.3664

Question: The highest maximum force belongs to which entry?
Answer: C37H74BI3N5O6

Question: Which of these has the lowest maximum force?
Answer: C41H58N6O5PSSi2TeTi